No. 1
{
  "formula": "C13H34N4O5Rb",
  "method": "the ωB97M-V functional and the def2-TZVPD basis",
  "total_charge": 1,
  "e_homo_ev": -11.86,
  "lumo_ev": -2.05,
  "fmax_ev_per_a": 4.96,
  "symbols": ["Rb", "C", "O", "C", "C", "N", "C", "C", "O", "C", "H", "H", "H", "H", "H", "H", "H", "H", "H", "H", "H", "H", "H", "H", "H", "C", "O", "C", "C", "N", "C", "C", "O", "C", "H", "H", "H", "H", "H", "H", "H", "H", "H", "H", "H", "H", "H", "H", "H", "C", "O", "N", "N", "H", "H", "H", "H"],
  "coordinates": [[-8.53471, -9.17356, -12.47051], [-8.81608, -6.85025, -9.46267], [-8.31487, -6.77887, -10.78256], [-7.96806, -5.46305, -11.29542], [-7.33029, -5.56890, -12.70753], [-8.28636, -6.22570, -13.68719], [-7.67911, -6.20904, -15.07184], [-8.55695, -6.96678, -16.10443], [-8.29043, -8.31379, -15.85098], [-9.09231, -9.11218, -16.73192], [-9.50491, -6.04059, -9.22170], [-8.04209, -6.94804, -8.70144], [-9.37748, -7.77564, -9.33395], [-7.34087, -4.87566, -10.62481], [-8.89105, -4.89187, -11.39512], [-6.34309, -6.02231, -12.79672], [-7.22245, -4.59129, -13.17736], [-9.02813, -5.55109, -13.80882], [-6.71126, -6.71029, -15.06100], [-7.60558, -5.15398, -15.33558], [-8.19589, -6.69567, -17.09652], [-9.59259, -6.63262, -16.04210], [-10.10361, -9.18135, -16.33118], [-8.78185, -10.14477, -16.89153], [-9.34685, -8.73764, -17.72340], [-9.07878, -13.54883, -9.00162], [-8.54929, -12.27933, -9.16472], [-9.26697, -11.24269, -8.59751], [-10.57846, -10.85684, -9.28343], [-10.50176, -10.61724, -10.76442], [-11.80455, -9.97364, -11.27508], [-12.05686, -10.14234, -12.77741], [-11.42455, -9.22705, -13.67702], [-11.71399, -7.86359, -13.69479], [-8.46017, -14.31388, -9.47079], [-10.05407, -13.70248, -9.46344], [-9.05923, -13.83612, -7.95034], [-8.55030, -10.44870, -8.80740], [-9.41980, -11.24746, -7.51828], [-10.99598, -10.03186, -8.70622], [-11.25983, -11.68769, -9.10031], [-10.40568, -11.54021, -11.16316], [-12.05092, -8.97700, -10.90888], [-12.67323, -10.49995, -10.87951], [-13.09977, -9.95939, -13.03621], [-11.82258, -11.15566, -13.10359], [-12.78755, -7.69672, -13.78268], [-11.33246, -7.21252, -14.48133], [-11.42546, -7.44376, -12.73116], [-4.91636, -10.06068, -14.16652], [-5.72271, -9.73159, -13.30868], [-3.63870, -9.99681, -13.90234], [-5.13162, -10.63514, -15.29313], [-2.93908, -10.28314, -14.57215], [-3.32795, -9.78078, -12.96593], [-4.32510, -11.06960, -15.71841], [-6.05511, -10.95087, -15.55308]],
  "forces_ev_per_angstrom": [[0.398, 0.294, -0.353], [-0.153, -0.165, 0.282], [0.578, 0.474, -0.557], [-0.114, -0.621, -0.615], [-1.445, -0.117, -0.950], [1.059, -0.579, -0.288], [-1.157, -0.144, 0.586], [1.844, 1.427, 1.110], [-0.968, -1.265, -1.317], [-1.477, -0.491, 0.278], [0.114, 0.238, -0.023], [0.359, 0.535, -0.074], [-0.177, -0.143, -0.480], [0.301, -0.347, 0.187], [-0.251, 0.065, -0.050], [-0.186, -0.425, 0.478], [0.414, 0.679, 0.850], [-0.505, -0.036, 0.438], [0.062, 0.219, 0.062], [0.474, 0.054, -0.501], [-0.014, 0.020, -0.250], [-0.387, -0.449, 0.200], [-0.173, -0.150, 0.565], [0.727, 0.196, 0.466], [1.002, 0.730, -0.224], [0.044, -1.461, 0.287], [0.287, -0.735, -0.610], [0.556, 2.194, -1.142], [-0.163, -1.001, -0.138], [-1.175, 1.683, 0.866], [-0.012, -1.705, -0.045], [-0.477, 1.785, -0.397], [2.455, -1.010, -1.323], [-1.608, 0.473, 1.701], [0.426, 0.414, -0.275], [-0.392, 0.272, 0.246], [-0.531, 0.057, 0.243], [-0.178, 0.672, 0.406], [-0.024, -0.656, 0.198], [0.057, 0.378, -0.440], [-0.445, -0.099, -0.011], [-0.195, -0.085, -0.361], [1.055, 0.329, -0.058], [-0.044, -0.578, 0.395], [-0.544, -0.450, 0.773], [0.295, 0.130, -0.110], [-0.456, -0.140, 0.134], [0.858, -1.009, -0.300], [0.139, 0.476, 0.082], [-0.398, 0.303, 3.440], [-1.730, 0.574, 0.202], [4.080, 0.697, 1.009], [-1.562, -1.913, -4.304], [-0.072, 0.166, 0.350], [-0.187, 0.104, -0.323], [-0.662, -0.081, -0.319], [0.276, 0.216, 0.005]],
  "lowdin_charge": [0.8852, -0.0996, -0.2978, -0.1642, -0.1640, -0.0966, -0.1668, -0.2352, -0.1955, -0.0918, 0.0966, 0.0949, 0.0707, 0.1267, 0.1194, 0.1218, 0.1126, 0.0950, 0.1226, 0.1170, 0.1272, 0.1167, 0.0783, 0.0880, 0.0914, -0.1156, -0.1669, -0.2396, -0.2019, -0.1002, -0.1745, -0.1856, -0.2639, -0.1157, 0.0926, 0.0852, 0.0974, 0.1198, 0.1330, 0.1212, 0.1105, 0.0927, 0.1190, 0.1143, 0.1279, 0.1319, 0.0940, 0.0817, 0.0811, -0.7776, -0.0634, 0.1661, 0.1901, 0.1150, 0.1283, 0.1217, 0.1286]
}

=====

No. 2
{
  "formula": "CH4N2O2",
  "method": "the ωB97M-V functional and the def2-TZVPD basis",
  "e_homo_ev": [-7.80, -9.00],
  "lumo_ev": [0.35, 0.28],
  "fmax_ev_per_a": 4.03,
  "symbols": ["C", "N", "N", "O", "O", "H", "H", "H", "H"],
  "coordinates": [[-1.16132, 0.04095, 0.27572], [-0.49816, -0.01304, 1.45258], [0.80179, 0.53858, -1.09951], [-2.22137, -0.32988, -0.11337], [1.28230, -0.69723, -1.57892], [0.34833, 0.50905, 1.64689], [-0.89839, -0.09057, 2.35708], [0.48459, 0.99834, -2.00682], [1.86223, -0.95620, -0.93365]],
  "forces_ev_per_angstrom": [[0.757, -0.056, -0.572], [0.747, 0.593, 0.081], [-0.258, -0.018, -0.872], [0.680, 0.300, 0.675], [-2.629, 1.854, -2.421], [0.081, 0.014, -1.457], [-1.585, -0.697, 0.498], [-0.008, -0.843, 1.409], [2.214, -1.148, 2.658]],
  "lowdin_charge": [-0.3283, 0.1107, -0.0151, 0.0808, -0.1133, 0.0902, 0.0866, 0.0683, 0.0200]
}

=====

No. 3
{
  "formula": "C20H48N2O14P",
  "method": "the ωB97M-V functional and the def2-TZVPD basis",
  "total_charge": -1,
  "e_homo_ev": -0.42,
  "lumo_ev": 1.98,
  "fmax_ev_per_a": 16.44,
  "symbols": ["N", "H", "H", "H", "H", "N", "H", "H", "H", "H", "P", "O", "O", "O", "O", "O", "C", "O", "C", "C", "C", "H", "H", "H", "H", "H", "H", "H", "H", "O", "C", "O", "C", "C", "C", "H", "H", "H", "H", "H", "H", "H", "H", "O", "C", "O", "C", "C", "C", "H", "H", "H", "H", "H", "H", "H", "H", "O", "C", "O", "C", "C", "C", "H", "H", "H", "H", "H", "H", "H", "H", "O", "C", "O", "C", "C", "C", "H", "H", "H", "H", "H", "H", "H", "H"],
  "coordinates": [[-64.08971, -45.80083, 10.16072], [-63.65461, -46.51445, 9.75639], [-63.91999, -45.01840, 9.63135], [-63.70861, -45.51926, 11.07779], [-65.04896, -46.15852, 10.47012], [-63.16494, -48.68694, 7.59172], [-62.83345, -48.35662, 6.72522], [-62.78429, -48.21597, 8.32544], [-63.06645, -49.64837, 7.86354], [-64.13790, -48.18977, 7.65492], [-65.02730, -45.96161, 7.26640], [-65.58870, -46.38331, 6.04336], [-65.66120, -46.91721, 8.29516], [-65.25567, -44.60266, 7.64593], [-63.63571, -46.31625, 7.34630], [-65.60482, -45.80092, 13.38078], [-66.62965, -45.29583, 13.64064], [-67.81680, -45.68412, 12.96557], [-67.82393, -46.38612, 11.68346], [-69.17395, -46.94882, 11.44681], [-66.90805, -44.36290, 14.76588], [-67.08219, -47.16218, 11.74908], [-67.67836, -45.70339, 10.84549], [-68.87421, -47.64769, 10.56240], [-69.76982, -46.21766, 11.22664], [-69.63796, -47.55038, 12.22346], [-66.26469, -44.49334, 15.61403], [-67.91483, -44.28313, 14.92607], [-66.36148, -43.57209, 14.46589], [-63.52789, -50.48760, 9.55256], [-63.93691, -49.59631, 10.29218], [-63.15230, -48.83972, 10.99394], [-61.71582, -49.02059, 10.93590], [-60.97989, -48.45809, 12.23701], [-65.38331, -49.18165, 10.53885], [-61.07932, -48.65210, 10.04619], [-61.30241, -49.98922, 10.86746], [-61.68425, -47.65025, 12.36791], [-60.16606, -48.21539, 12.09176], [-60.99031, -49.02923, 13.08863], [-65.67987, -49.44387, 11.48548], [-66.24186, -49.48692, 9.67033], [-65.35460, -48.13275, 10.60455], [-69.54561, -47.68693, 8.29247], [-68.55969, -46.97694, 8.27731], [-68.44081, -45.65633, 8.61900], [-67.30524, -44.87159, 8.53111], [-67.78649, -43.52269, 9.16061], [-67.15055, -47.50530, 7.78418], [-66.72080, -44.83949, 7.53143], [-66.37606, -45.24251, 9.27070], [-66.92892, -42.81571, 9.18886], [-68.15503, -43.97173, 10.10771], [-68.57570, -43.05927, 8.65001], [-67.39351, -48.46618, 7.18410], [-66.37492, -47.51428, 8.63381], [-66.74929, -46.94874, 6.92845], [-61.38097, -44.86067, 11.17200], [-60.66096, -44.52961, 10.18097], [-59.78172, -43.60470, 10.16453], [-59.70037, -42.68296, 11.26162], [-58.86921, -41.42361, 10.88700], [-60.61175, -45.30917, 8.87424], [-59.17838, -43.09418, 12.16652], [-60.72831, -42.29575, 11.86281], [-59.12134, -41.13581, 9.87894], [-58.00357, -41.67741, 10.86896], [-59.08826, -40.66568, 11.58093], [-59.71917, -45.80367, 8.73542], [-60.66462, -44.63306, 7.96708], [-61.42543, -46.05156, 8.74834], [-63.40263, -42.85103, 11.83540], [-64.51414, -42.43979, 12.11908], [-64.92708, -41.79939, 13.25380], [-63.88601, -41.48625, 14.23339], [-64.57569, -40.53340, 15.28019], [-65.76733, -42.79047, 11.22403], [-63.12754, -40.88455, 13.65448], [-63.54635, -42.38399, 14.72672], [-65.46106, -40.85976, 15.83567], [-64.78072, -39.51707, 14.84760], [-63.74092, -40.17462, 16.10240], [-65.43962, -43.12551, 10.22477], [-66.24739, -41.90384, 10.94507], [-66.46129, -43.39836, 11.80442]],
  "forces_ev_per_angstrom": [[-2.956, 1.162, 6.942], [2.478, -3.877, -2.226], [-1.030, 2.589, -2.657], [0.814, -0.489, -0.140], [0.837, 1.333, -1.836], [-3.223, -0.901, -0.550], [0.787, 0.572, -1.276], [2.051, 2.297, 2.092], [-0.509, -0.973, -0.566], [0.584, -0.795, -0.272], [2.101, 0.285, -0.254], [-2.384, -1.262, -7.225], [13.081, 3.651, 6.029], [2.379, 6.550, 1.203], [7.823, -1.590, 1.007], [3.052, -0.564, -0.886], [-4.251, -1.981, -0.582], [1.044, 1.952, 1.256], [0.337, 0.278, 1.363], [3.856, -5.543, -0.269], [1.472, -2.381, -0.343], [0.493, -0.191, -0.182], [0.670, 0.030, 0.321], [-1.559, 1.184, 1.176], [-3.745, 3.937, -1.910], [0.424, -0.163, 0.357], [-0.186, -1.391, 0.902], [-2.274, 0.763, 0.611], [0.701, 3.939, -1.554], [-0.328, 0.823, 0.758], [-1.977, -2.450, -1.457], [3.073, 1.484, 0.957], [3.522, 0.223, 0.466], [-16.215, -2.635, -0.575], [-0.798, -1.252, -4.209], [-2.060, 0.692, 0.783], [-1.185, -2.066, -0.051], [0.583, 1.043, 0.923], [14.246, 4.718, -3.118], [-0.565, -1.967, 1.792], [-0.769, -1.279, 2.334], [2.675, 0.840, 2.321], [-0.244, 1.381, -0.357], [-1.138, 1.397, 1.357], [5.113, -1.705, -3.288], [-3.665, -1.165, 1.239], [1.404, 0.614, 0.946], [1.911, -1.797, 0.029], [-13.949, -4.652, -5.453], [-2.828, 0.454, 1.737], [-3.073, 0.862, -1.421], [-0.946, -0.604, 0.217], [0.151, 1.446, 0.043], [-1.288, 0.429, -0.890], [-0.309, 0.421, 1.046], [-2.528, -3.027, 3.002], [-2.016, -0.475, 0.079], [2.221, 1.306, -2.980], [-3.311, -4.130, 1.986], [1.221, 2.956, 0.932], [-1.306, 2.126, 3.678], [-10.489, 0.326, -1.115], [-2.723, 1.351, -1.065], [-0.292, -0.522, -1.101], [2.036, -1.562, -2.636], [-0.366, 0.495, -0.288], [10.739, -2.662, 0.053], [-0.130, 1.044, 0.791], [2.281, -1.101, 0.186], [-0.218, -0.491, 1.163], [0.247, 0.684, 0.262], [-0.918, 1.289, 1.147], [-1.323, -1.771, -1.325], [1.218, -0.432, -0.201], [-1.467, 2.220, -0.186], [2.824, 2.052, 1.083], [2.541, 0.256, 0.736], [-0.293, -1.019, 1.009], [0.448, -0.257, -0.258], [0.306, -0.392, -0.403], [-0.188, -1.141, -0.064], [-1.884, -1.351, -1.784], [0.071, -0.809, 0.932], [-1.010, 1.576, 0.165], [0.103, -0.213, -0.458]],
  "lowdin_charge": [0.3285, 0.0141, 0.0713, 0.1213, 0.1373, 0.2659, 0.1103, 0.0267, 0.0934, 0.1547, -0.3038, -0.2542, -0.2996, -0.3169, -0.3290, 0.1171, -0.5172, -0.0410, -0.2178, -0.0467, 0.0449, 0.0921, 0.0809, 0.1159, 0.0188, 0.0839, 0.0984, 0.0682, 0.0302, 0.0480, -0.5551, 0.0160, -0.1591, 0.0114, 0.0195, 0.1418, 0.0900, 0.0853, -0.0645, 0.0602, 0.0478, 0.1860, 0.0106, -0.0041, -0.4860, -0.0614, -0.2927, -0.0537, -0.1473, 0.0886, 0.1175, 0.0565, 0.0690, 0.0465, 0.0913, -0.1122, 0.0125, 0.0210, -0.5102, 0.0303, -0.1822, -0.0374, 0.0230, 0.1229, 0.1731, 0.0911, -0.0393, 0.0717, 0.0448, 0.1201, 0.0600, 0.0733, -0.4574, -0.0559, -0.1930, -0.0902, 0.0231, 0.1328, 0.1121, 0.0563, 0.0690, 0.1170, 0.0761, 0.0583, 0.0795]
}

=====

What did the second record say?
{
  "formula": "CH4N2O2",
  "method": "the ωB97M-V functional and the def2-TZVPD basis",
  "e_homo_ev": [-7.80, -9.00],
  "lumo_ev": [0.35, 0.28],
  "fmax_ev_per_a": 4.03,
  "symbols": ["C", "N", "N", "O", "O", "H", "H", "H", "H"],
  "coordinates": [[-1.16132, 0.04095, 0.27572], [-0.49816, -0.01304, 1.45258], [0.80179, 0.53858, -1.09951], [-2.22137, -0.32988, -0.11337], [1.28230, -0.69723, -1.57892], [0.34833, 0.50905, 1.64689], [-0.89839, -0.09057, 2.35708], [0.48459, 0.99834, -2.00682], [1.86223, -0.95620, -0.93365]],
  "forces_ev_per_angstrom": [[0.757, -0.056, -0.572], [0.747, 0.593, 0.081], [-0.258, -0.018, -0.872], [0.680, 0.300, 0.675], [-2.629, 1.854, -2.421], [0.081, 0.014, -1.457], [-1.585, -0.697, 0.498], [-0.008, -0.843, 1.409], [2.214, -1.148, 2.658]],
  "lowdin_charge": [-0.3283, 0.1107, -0.0151, 0.0808, -0.1133, 0.0902, 0.0866, 0.0683, 0.0200]
}